{"formula": "C4H10S2", "method": "the ωB97M-V functional and the def2-TZVPD basis", "symbols": ["C", "C", "C", "H", "H", "H", "H", "H", "H", "C", "S", "S", "H", "H", "H", "H"], "positions_angstrom": [[1.8304, 2.6912, 1.5039], [1.3730, 1.8841, 2.4612], [2.0296, 0.5300, 2.8768], [1.1029, 3.4464, 1.1353], [2.7733, 2.2840, 1.2129], [0.3956, 2.1016, 3.1189], [1.3809, -0.2504, 2.6783], [3.0178, 0.3444, 2.2709], [2.2216, 0.3904, 3.9355], [-1.9340, -2.4075, -1.1112], [-1.7282, -0.7681, -1.8815], [0.0864, -0.2396, -0.9522], [-1.0560, -3.0148, -1.4582], [-2.8649, -2.8595, -1.4758], [-1.9280, -2.4578, -0.0324], [1.4312, -0.0479, -0.4304]], "lowdin_charge": [-0.044, -0.253, -0.123, 0.074, 0.039, 0.129, 0.021, 0.103, 0.055, -0.510, 0.409, 0.113, 0.039, 0.034, 0.024, -0.111], "total_charge": 0, "homo_ev": -8.3, "e_lumo_ev": -1.9, "orbital_gap_ev": 6.4, "mol_weight_g_mol": 122.258, "e_above_lowest_kj_mol": 494.6, "largest_force_ha_per_bohr": 0.0766}

{"formula": "C19H28BeNPTe", "method": "the ωB97M-V functional and the def2-TZVPD basis", "symbols": ["C", "C", "C", "C", "C", "C", "C", "C", "N", "Be", "C", "P", "H", "H", "H", "H", "H", "H", "H", "H", "C", "C", "H", "C", "C", "H", "H", "H", "H", "H", "H", "H", "H", "H", "H", "H", "H", "H", "H", "Te", "C", "C", "C", "C", "C", "C", "H", "H", "H", "H", "H"], "positions_angstrom": [[0.3557, -4.5079, -0.2228], [0.2255, -3.7457, -1.3889], [0.1799, -2.3368, -1.3597], [0.2864, -1.6636, -0.1107], [0.3432, -2.4554, 1.0755], [0.3888, -3.8590, 1.0155], [-0.0679, -1.6053, -2.6660], [-1.0344, -0.4200, -2.4970], [-2.4206, -0.7574, -2.8130], [0.1956, 0.3724, 0.1616], [0.2229, -1.7533, 2.4169], [-0.9505, -0.3497, 2.0807], [0.1452, -4.2507, -2.3592], [0.4346, -4.4398, 1.9444], [0.3961, -5.6011, -0.2777], [1.1767, -1.2919, 2.7370], [-0.1237, -2.4305, 3.2186], [0.8723, -1.2060, -3.0741], [-0.4658, -2.3266, -3.4010], [-0.9272, 0.0150, -1.4707], [-1.0448, 0.6277, 3.6428], [-2.5960, -1.1740, 1.9687], [-0.7203, 0.3663, -3.2124], [-3.0789, -1.5445, -1.7805], [-3.1924, 0.4228, -3.1697], [0.4395, 2.0918, 0.6626], [-4.0982, -1.8104, -2.1116], [-2.5260, -2.4817, -1.6038], [-3.1646, -1.0055, -0.8034], [-4.2066, 0.1236, -3.4890], [-3.3018, 1.1547, -2.3303], [-2.7021, 0.9427, -4.0114], [-2.8512, -1.7043, 2.9031], [-3.3704, -0.4204, 1.7477], [-2.5536, -1.8926, 1.1337], [-1.3404, -0.0076, 4.4964], [-0.0571, 1.0744, 3.8451], [-1.7808, 1.4414, 3.5263], [-0.2294, 2.1255, 0.1600], [2.2903, 0.9597, -1.0734], [3.0725, 2.7462, -0.0720], [3.9343, 3.5695, -0.8119], [4.4791, 4.7302, -0.2626], [4.1566, 5.1045, 1.0519], [3.3119, 4.2926, 1.8093], [2.7785, 3.1137, 1.2585], [4.1918, 3.3030, -1.8303], [5.1423, 5.3599, -0.8413], [4.5740, 6.0128, 1.4766], [3.0699, 4.5792, 2.8268], [2.1412, 2.5121, 1.8846]], "lowdin_charge": [-0.090, -0.065, -0.267, -0.161, -0.341, -0.070, -0.148, -0.236, -0.269, -0.079, -0.293, 0.885, 0.107, 0.105, 0.100, 0.095, 0.095, 0.096, 0.120, 0.051, -0.270, -0.245, 0.119, -0.088, -0.114, 0.027, 0.089, 0.088, 0.072, 0.085, 0.089, 0.086, 0.056, 0.046, 0.033, 0.047, 0.039, 0.043, 0.085, 0.885, -0.602, -0.177, -0.093, -0.102, -0.099, -0.168, 0.080, 0.097, 0.096, 0.096, 0.064], "total_charge": 0, "homo_ev": -7.1, "e_lumo_ev": -0.2, "orbital_gap_ev": 6.9, "mol_weight_g_mol": 438.026, "e_above_lowest_kj_mol": 0.0, "largest_force_ha_per_bohr": 0.0631}

{"formula": "C20H19Cl4F3", "method": "the ωB97M-V functional and the def2-TZVPD basis", "symbols": ["F", "C", "C", "C", "C", "C", "C", "H", "H", "H", "H", "H", "F", "C", "C", "C", "C", "C", "C", "H", "H", "H", "H", "H", "F", "C", "C", "C", "C", "C", "C", "H", "H", "H", "H", "H", "Cl", "C", "Cl", "H", "H", "Cl", "C", "Cl", "H", "H"], "positions_angstrom": [[6.0242, 17.4356, 34.3274], [7.1029, 16.9845, 35.0003], [7.5948, 17.7556, 36.0322], [8.7303, 17.3268, 36.7126], [9.3469, 16.1293, 36.3379], [8.8418, 15.3541, 35.3118], [7.7278, 15.8120, 34.6304], [7.1750, 18.7117, 36.3179], [9.1037, 17.8698, 37.5682], [10.2567, 15.8574, 36.8599], [9.2999, 14.4319, 34.9874], [7.2478, 15.2747, 33.8174], [6.8503, 14.8993, 27.5523], [7.5551, 15.3150, 28.6128], [6.9967, 16.2548, 29.4707], [7.7688, 16.6646, 30.5426], [9.0744, 16.2006, 30.7097], [9.5885, 15.2658, 29.8279], [8.8406, 14.8174, 28.7645], [5.9978, 16.6149, 29.2697], [7.4537, 17.4870, 31.1747], [9.6434, 16.5690, 31.5518], [10.5938, 14.8905, 29.9864], [9.2150, 14.0978, 28.0494], [6.2683, 6.1609, 31.0133], [7.4727, 6.1393, 31.6097], [8.2618, 7.2795, 31.6196], [9.4860, 7.2177, 32.2516], [9.9110, 6.0764, 32.9022], [9.1074, 4.9412, 32.8979], [7.8942, 4.9740, 32.2200], [7.9246, 8.2095, 31.1844], [10.0917, 8.1162, 32.2768], [10.8558, 6.0392, 33.4296], [9.3698, 4.0079, 33.3760], [7.2673, 4.0913, 32.2167], [3.3011, 15.1997, 33.1997], [4.5605, 15.4032, 31.9534], [5.0035, 13.8619, 31.2185], [4.1918, 16.0756, 31.1890], [5.4318, 15.8194, 32.4456], [7.7292, 10.9172, 31.1929], [8.3040, 12.4047, 31.8844], [8.7274, 12.2317, 33.6147], [9.1861, 12.7811, 31.3712], [7.5849, 13.2133, 31.7680]], "lowdin_charge": [0.047, -0.284, -0.017, -0.075, -0.092, -0.091, -0.026, 0.117, 0.103, 0.102, 0.047, 0.102, 0.067, -0.287, -0.033, -0.092, -0.092, -0.105, -0.015, 0.116, 0.109, 0.104, 0.110, 0.122, 0.061, -0.281, -0.023, -0.091, -0.097, -0.082, -0.024, 0.059, 0.106, 0.100, 0.103, 0.116, 0.515, -1.017, 0.557, 0.026, -0.017, 0.575, -1.045, 0.539, 0.016, -0.032], "total_charge": 0, "homo_ev": -9.2, "e_lumo_ev": 0.6, "orbital_gap_ev": 9.8, "mol_weight_g_mol": 458.178, "e_above_lowest_kj_mol": 0.0, "largest_force_ha_per_bohr": 0.0244}